{"formula": "C34H83N5O2S", "method": "ωB97M-V with the def2-TZVPD basis set", "e_homo_ev": -8.27, "charge": 0, "orbital_gap_ev": 8.82, "smiles": "O=S1(=O)CCCC1.CCN(CC)CC.CCN(CC)CC.CCN(CC)CC.CCN(CC)CC.CCN(CC)CC", "species": ["O", "S", "O", "C", "C", "C", "C", "H", "H", "H", "H", "H", "H", "H", "H", "C", "C", "N", "C", "C", "C", "C", "H", "H", "H", "H", "H", "H", "H", "H", "H", "H", "H", "H", "H", "H", "H", "C", "C", "N", "C", "C", "C", "C", "H", "H", "H", "H", "H", "H", "H", "H", "H", "H", "H", "H", "H", "H", "H", "C", "C", "N", "C", "C", "C", "C", "H", "H", "H", "H", "H", "H", "H", "H", "H", "H", "H", "H", "H", "H", "H", "C", "C", "N", "C", "C", "C", "C", "H", "H", "H", "H", "H", "H", "H", "H", "H", "H", "H", "H", "H", "H", "H", "C", "C", "N", "C", "C", "C", "C", "H", "H", "H", "H", "H", "H", "H", "H", "H", "H", "H", "H", "H", "H", "H"], "positions_angstrom": [[6.0183, 5.8135, 2.1902], [5.7645, 4.5216, 2.7645], [6.8737, 3.7558, 3.2438], [4.5033, 4.6655, 4.0136], [3.3045, 3.8227, 3.5749], [3.8293, 2.7598, 2.5989], [4.8016, 3.4854, 1.6926], [4.1925, 5.6959, 4.1827], [4.8685, 4.3786, 5.0021], [2.7318, 3.3308, 4.3586], [2.5926, 4.4608, 3.0410], [3.0460, 2.2905, 2.0094], [4.3952, 2.0538, 3.2136], [4.2828, 4.1545, 0.9894], [5.3774, 2.9062, 0.9709], [-0.4103, -0.1459, -1.4720], [0.2275, -0.7085, -0.2142], [1.3477, -1.5867, -0.5002], [2.3577, -0.9605, -1.3171], [3.2142, 0.1329, -0.6062], [1.9063, -2.2725, 0.6548], [0.9192, -3.2439, 1.2729], [-0.0882, 0.8838, -1.6499], [-1.4999, -0.0814, -1.4510], [-0.1720, -0.7675, -2.3327], [0.5326, 0.0207, 0.5574], [-0.5356, -1.2837, 0.3207], [3.0466, -1.7264, -1.6829], [1.9463, -0.4888, -2.2056], [3.0517, 1.1122, -1.0585], [2.9183, 0.3018, 0.4370], [4.2560, -0.1731, -0.5282], [2.2345, -1.5844, 1.4473], [2.6837, -2.9116, 0.2298], [0.0370, -2.7406, 1.6598], [1.3978, -3.8119, 2.0762], [0.5988, -4.0267, 0.5815], [5.6031, 1.2158, -3.6124], [6.8028, 2.1401, -3.4113], [8.0439, 1.4788, -2.9837], [7.8361, 0.6488, -1.8000], [7.0880, 1.3789, -0.6981], [8.6467, 0.7353, -4.0792], [10.0574, 0.2641, -3.7986], [5.0058, 1.5899, -4.4469], [4.8903, 1.2214, -2.7792], [5.8359, 0.1628, -3.7589], [7.0062, 2.5618, -4.3973], [6.6553, 2.9615, -2.7134], [7.4404, -0.3596, -2.0014], [8.8318, 0.4980, -1.3699], [7.6149, 2.3157, -0.5042], [6.0249, 1.5231, -0.8812], [7.1782, 0.8262, 0.2412], [8.6493, 1.3774, -4.9667], [7.9920, -0.0905, -4.4236], [10.7449, 1.1132, -3.8211], [10.3869, -0.3973, -4.6030], [10.1870, -0.2262, -2.8377], [-3.4245, -2.3280, -2.5619], [-4.4623, -3.1943, -3.2392], [-5.8279, -2.6957, -3.1060], [-6.0741, -1.4821, -3.8613], [-6.0805, -1.6100, -5.3840], [-6.8170, -3.7519, -3.3748], [-7.2453, -4.4328, -2.0925], [-3.7397, -2.0871, -1.5436], [-3.3439, -1.3701, -3.0841], [-2.4340, -2.7770, -2.6084], [-4.1821, -3.2847, -4.3078], [-4.3999, -4.2199, -2.8683], [-7.0321, -1.0737, -3.5255], [-5.3685, -0.7113, -3.5450], [-7.1014, -1.5906, -5.7732], [-5.5045, -0.8394, -5.8972], [-5.6775, -2.5563, -5.7554], [-6.4514, -4.4430, -4.1452], [-7.6491, -3.2192, -3.8474], [-7.9430, -5.2436, -2.3019], [-7.6919, -3.6902, -1.4303], [-6.3678, -4.7886, -1.5540], [0.1556, 2.8144, 0.8115], [-1.1099, 3.6699, 0.9629], [-1.7370, 3.5628, 2.2529], [-1.6729, 4.7288, 3.1197], [-2.3636, 5.9853, 2.5937], [-2.9300, 2.7723, 2.3013], [-2.7108, 1.3201, 1.8808], [0.3247, 2.4478, -0.1975], [0.1506, 1.9928, 1.5277], [1.0515, 3.3651, 1.1345], [-0.8673, 4.6982, 0.6828], [-1.7824, 3.3160, 0.1705], [-0.6206, 4.9471, 3.3356], [-2.1110, 4.4550, 4.0819], [-3.4405, 5.8223, 2.5128], [-2.0552, 6.1994, 1.5657], [-2.1185, 6.8572, 3.1963], [-3.2719, 2.7162, 3.3426], [-3.7970, 3.1971, 1.7651], [-2.8615, 1.2540, 0.7936], [-1.7509, 0.8968, 2.1529], [-3.5487, 0.7031, 2.2128], [-2.2236, -3.3711, 3.4323], [-3.3310, -3.9512, 2.5708], [-4.6163, -3.3092, 2.7509], [-5.6278, -3.9149, 1.8884], [-6.0636, -5.2895, 2.3736], [-4.5873, -1.8716, 2.5940], [-5.7910, -1.1630, 3.2036], [-2.5345, -3.0584, 4.4295], [-1.7376, -2.4621, 3.0485], [-1.3689, -4.0526, 3.4218], [-2.9780, -3.8736, 1.5193], [-3.3600, -5.0183, 2.7859], [-6.5102, -3.2805, 1.9584], [-5.2830, -3.9174, 0.8455], [-6.4449, -5.1701, 3.3902], [-6.9305, -5.6012, 1.7883], [-5.2541, -6.0129, 2.3905], [-4.4907, -1.5649, 1.5321], [-3.7063, -1.4795, 3.0992], [-5.8840, -1.4205, 4.2636], [-6.7725, -1.4393, 2.8102], [-5.6921, -0.0825, 3.0917]], "lowdin_charge": [-0.32, 0.65, -0.31, -0.23, -0.22, -0.22, -0.24, 0.10, 0.11, 0.12, 0.11, 0.09, 0.12, 0.12, 0.09, -0.08, -0.25, -0.20, -0.24, -0.08, -0.25, -0.09, 0.06, 0.06, 0.08, 0.10, 0.10, 0.11, 0.10, 0.06, 0.05, 0.06, 0.11, 0.12, 0.03, 0.08, 0.08, -0.08, -0.24, -0.19, -0.27, -0.10, -0.28, -0.09, 0.07, 0.04, 0.07, 0.10, 0.11, 0.12, 0.11, 0.09, 0.04, 0.08, 0.11, 0.11, 0.08, 0.07, 0.06, -0.10, -0.27, -0.20, -0.26, -0.09, -0.27, -0.09, 0.07, 0.06, 0.07, 0.11, 0.11, 0.11, 0.10, 0.07, 0.07, 0.06, 0.11, 0.11, 0.07, 0.07, 0.06, -0.08, -0.24, -0.21, -0.24, -0.09, -0.26, -0.07, 0.05, 0.05, 0.06, 0.11, 0.11, 0.11, 0.11, 0.07, 0.06, 0.07, 0.11, 0.12, 0.07, 0.07, 0.04, -0.10, -0.26, -0.19, -0.26, -0.08, -0.28, -0.08, 0.08, 0.05, 0.07, 0.12, 0.11, 0.10, 0.11, 0.08, 0.07, 0.06, 0.12, 0.09, 0.08, 0.06, 0.06]}

{"formula": "C43H54I2MnN5O4P2S", "method": "ωB97M-V with the def2-TZVPD basis set", "e_homo_ev": [-11.12, -10.55], "charge": 1, "orbital_gap_ev": [8.39, 7.79], "multiplicity": 2, "species": ["Mn", "N", "C", "N", "C", "N", "C", "C", "N", "C", "C", "N", "H", "H", "H", "H", "H", "I", "C", "I", "H", "H", "O", "S", "O", "O", "C", "C", "C", "C", "C", "C", "P", "C", "C", "C", "C", "C", "C", "C", "C", "C", "C", "C", "C", "H", "H", "H", "H", "H", "H", "H", "H", "H", "H", "H", "H", "H", "H", "O", "P", "C", "C", "C", "C", "C", "C", "C", "C", "C", "C", "C", "C", "C", "C", "C", "C", "C", "C", "H", "H", "H", "H", "H", "H", "H", "H", "H", "H", "H", "H", "H", "H", "H", "H", "H", "H", "H", "H", "H", "H", "H", "H", "H", "H", "H", "H", "H", "H", "H", "H", "H"], "positions_angstrom": [[0.5479, -1.8368, 0.5219], [-2.1986, -4.7365, 1.7633], [-1.6747, -4.1187, 0.7022], [-0.9277, -3.1196, 1.1266], [-1.0265, -3.1962, 2.4855], [-1.7975, -4.1618, 2.9145], [-0.3232, -2.1929, 3.2857], [-0.3990, -2.0929, 4.6657], [0.1889, -1.0983, 5.3210], [0.8410, -0.2025, 4.5893], [0.9378, -0.3001, 3.2074], [0.3652, -1.3050, 2.5528], [-2.8014, -5.5427, 1.7868], [-1.8315, -4.4115, -0.3234], [-0.9441, -2.8320, 5.2393], [1.3174, 0.6190, 5.1097], [1.4920, 0.4277, 2.6269], [-1.5960, -3.3938, -3.1926], [0.0464, -4.7090, -3.5050], [1.6577, -3.8567, -4.5756], [-0.3297, -5.5486, -4.0739], [0.4113, -4.9989, -2.5273], [1.9376, -5.2910, -0.4290], [2.0361, -3.8740, -0.2728], [1.1012, -3.0813, -1.1189], [1.8072, -3.3608, 1.1078], [3.6621, -3.3489, -0.6988], [4.5978, -4.2896, -1.0951], [5.8870, -3.8740, -1.3934], [6.2226, -2.5329, -1.2898], [5.2728, -1.6008, -0.8957], [3.9741, -1.9931, -0.5965], [2.7056, -0.7251, -0.1818], [3.5630, 0.2406, 1.1031], [4.2259, -0.4602, 2.1113], [4.7080, 0.2023, 3.2304], [4.5299, 1.5728, 3.3620], [3.8670, 2.2784, 2.3679], [3.3817, 1.6157, 1.2485], [2.7430, 0.2436, -1.7229], [3.6121, 1.2985, -1.9934], [3.5957, 1.9149, -3.2358], [2.7339, 1.4665, -4.2276], [1.8915, 0.3933, -3.9761], [1.8896, -0.2104, -2.7272], [4.3095, -5.3298, -1.1578], [6.6288, -4.5977, -1.7027], [7.2284, -2.2072, -1.5198], [5.5488, -0.5556, -0.8268], [4.3582, -1.5330, 2.0268], [5.2245, -0.3544, 4.0014], [4.9118, 2.0893, 4.2327], [3.7300, 3.3485, 2.4593], [2.8564, 2.1809, 0.4911], [4.3130, 1.6421, -1.2432], [4.2679, 2.7397, -3.4339], [2.7301, 1.9451, -5.1982], [1.2313, 0.0224, -4.7506], [1.2321, -1.0506, -2.5336], [-0.6930, -0.3229, -0.0127], [-1.9001, 0.5526, -0.2858], [-2.6340, 0.1057, -1.9007], [-1.7876, 0.4611, -3.1302], [-2.0136, 1.8825, -3.6436], [-3.4917, 2.1629, -3.8938], [-4.3076, 1.9041, -2.6308], [-4.1064, 0.4722, -2.1433], [-1.3520, 2.2840, -0.1815], [0.0409, 2.4244, -0.8090], [0.4084, 3.9040, -0.9708], [-0.1869, 4.7614, 0.1552], [-0.2731, 3.9434, 1.4380], [-1.2698, 2.7804, 1.2797], [-3.2576, 0.2336, 0.8976], [-4.2833, 1.3935, 1.0520], [-4.5229, 1.7537, 2.5175], [-4.9338, 0.5274, 3.3300], [-3.9551, -0.6528, 3.1314], [-2.7634, -0.2748, 2.2558], [-2.5839, -0.9867, -1.7775], [-2.0658, -0.2383, -3.9258], [-0.7351, 0.2765, -2.9245], [-1.4347, 2.0261, -4.5587], [-1.6365, 2.6163, -2.9266], [-3.8566, 1.5097, -4.6937], [-3.6313, 3.1890, -4.2372], [-5.3692, 2.0758, -2.8169], [-4.0135, 2.6173, -1.8524], [-4.4696, -0.2037, -2.9249], [-4.7209, 0.2703, -1.2668], [-2.0655, 2.8961, -0.7411], [0.1374, 1.9044, -1.7599], [0.7355, 1.9227, -0.1336], [0.0649, 4.2667, -1.9427], [1.4986, 3.9970, -0.9804], [-1.1904, 5.1018, -0.1178], [0.4082, 5.6628, 0.3044], [-0.5739, 4.5652, 2.2823], [0.7202, 3.5539, 1.6820], [-2.2568, 3.0981, 1.6163], [-0.9606, 1.9565, 1.9289], [-3.7700, -0.6209, 0.4360], [-5.2371, 1.0888, 0.6161], [-3.9754, 2.2811, 0.4944], [-5.2989, 2.5184, 2.5772], [-3.6230, 2.1979, 2.9496], [-5.9411, 0.2274, 3.0333], [-4.9953, 0.7970, 4.3847], [-4.4730, -1.4917, 2.6572], [-3.5972, -1.0222, 4.0940], [-2.1308, -1.1408, 2.0884], [-2.1478, 0.4747, 2.7586]], "mulliken_spin": [1.02, 0.00, 0.00, -0.01, 0.01, 0.00, 0.00, 0.00, 0.00, 0.00, 0.01, -0.04, 0.00, 0.00, 0.00, 0.00, 0.00, 0.00, 0.00, 0.00, 0.00, 0.00, 0.00, -0.01, 0.00, 0.00, 0.02, 0.00, 0.00, 0.00, 0.00, -0.02, 0.02, 0.00, 0.00, 0.00, 0.00, 0.00, 0.00, 0.00, 0.00, 0.00, 0.00, 0.00, 0.00, 0.00, 0.00, 0.00, 0.00, 0.00, 0.00, 0.00, 0.00, 0.00, 0.00, 0.00, 0.00, 0.00, 0.00, 0.00, 0.02, -0.01, 0.00, 0.00, 0.00, 0.00, 0.00, 0.01, 0.00, 0.00, 0.00, 0.00, 0.00, 0.00, 0.00, 0.00, 0.00, 0.00, 0.00, 0.00, 0.00, 0.00, 0.00, 0.00, 0.00, 0.00, 0.00, 0.00, 0.00, 0.00, 0.00, 0.00, 0.00, 0.00, 0.00, 0.00, 0.00, 0.00, 0.00, 0.00, 0.00, 0.00, 0.00, 0.00, 0.00, 0.00, 0.00, 0.00, 0.00, 0.00, 0.00, 0.00]}